Entry 1:
Here is the molecule CH2O3P2 at a distorted geometry from OMol25. Energies are from ωB97M-V/def2-TZVPD.

The energy relative to the best compared isomer or geometry (same formula, charge and spin) is 0.000 eV. The strongest force on any atom is 0.136 Eh/bohr. As for the frontier orbital gap: 11.16 eV.

Geometry as ORCA input:
```
! RIJCOSX wB97M-V def2-TZVPD def2/J DEFGRID3
* xyz 0 1
C 1.090 0.113 0.007
O -1.076 0.404 1.105
O -1.255 -2.007 0.007
O -0.975 0.684 -1.122
P -0.231 1.540 0.123
P -0.628 -0.738 -0.044
H 1.469 0.087 -1.010
H 1.605 -0.083 0.936
*
```

***

Entry 2:
Here is a structure of composition C4H2F6O2S at a distorted geometry from OMol25. Energies are from ωB97M-V/def2-TZVPD.

The energy relative to the best compared isomer or geometry (same formula, charge and spin) is 4.882 eV. The strongest force on any atom is 0.053 Eh/bohr. As for the frontier orbital gap (alpha / beta): 6.63 / 6.62 eV.

Geometry as ORCA input:
```
! RIJCOSX wB97M-V def2-TZVPD def2/J DEFGRID3
* xyz 0 1
C 1.626 0.424 -0.616
C 0.160 0.727 -0.942
C -0.453 0.055 0.258
C -1.615 -0.888 0.215
O 1.626 0.140 2.112
O 1.144 -1.871 0.765
F -0.092 2.044 -1.028
F -0.242 0.204 -2.122
F -1.620 2.105 1.568
F -1.480 -1.818 -0.744
F -1.725 -1.532 1.374
F -2.767 -0.260 -0.017
S 1.141 -0.456 0.928
H 2.113 -0.202 -1.358
H 2.184 1.329 -0.392
*
```

***

Entry 3:
Here is the molecule C3H7NOS from OMol25. Energies are from ωB97M-V/def2-TZVPD.

The energy relative to the best compared isomer or geometry (same formula, charge and spin) is 0.120 eV. The strongest force on any atom is 0.012 Eh/bohr. As for the frontier orbital gap: 9.92 eV. Its structure (SMILES) is NC(=O)CCS.

Geometry as ORCA input:
```
! RIJCOSX wB97M-V def2-TZVPD def2/J DEFGRID3
* xyz 0 1
N -2.627 0.261 0.518
C -1.560 -0.199 -0.212
O -1.681 -1.002 -1.108
C -0.214 0.342 0.247
C 0.995 -0.323 -0.385
S 2.545 0.380 0.216
H -3.444 -0.328 0.559
H -2.434 0.955 1.217
H -0.197 1.426 0.195
H -0.165 0.131 1.320
H 1.020 -0.155 -1.457
H 0.926 -1.393 -0.231
H 2.535 -0.098 1.468
*
```

***

Entry 4:
Here is a structure of composition C37H92B2IN6O13 at a distorted geometry from OMol25. Energies are from ωB97M-V/def2-TZVPD.

The energy relative to the best compared isomer or geometry (same formula, charge and spin) is 8.995 eV. The strongest force on any atom is 0.079 Eh/bohr. As for the frontier orbital gap: 5.59 eV.

Geometry as ORCA input:
```
! RIJCOSX wB97M-V def2-TZVPD def2/J DEFGRID3
* xyz 1 1
C -1.488 0.898 3.731
C -1.809 -0.617 4.286
O -2.976 -1.142 3.503
B -2.554 -2.563 3.230
O -3.051 -3.503 4.299
C -1.592 -3.048 1.996
C -1.124 -1.909 0.932
B -2.301 -1.049 0.186
C -3.904 -1.373 0.102
O -1.856 0.224 -0.487
C -0.151 -2.466 -0.249
N 0.144 -3.935 -0.284
I 1.765 -4.482 0.953
C 0.765 -4.150 -1.687
O 1.472 -5.432 -1.816
C 1.675 -5.823 -3.219
O 3.076 -6.037 -3.614
C 3.901 -6.541 -2.505
C 3.433 -7.987 -1.890
O 4.544 -8.680 -1.156
C -0.965 -4.882 0.045
C -1.782 -5.532 -1.216
C -1.274 -7.077 -1.614
O -1.443 -7.265 -3.063
C -2.103 -4.326 1.117
C -2.597 -5.634 1.965
C -4.210 -5.771 2.194
C -5.125 -5.754 0.836
O -4.424 -7.121 2.814
H -1.428 0.837 2.544
H -0.505 1.374 4.194
H -2.450 1.558 3.979
H -2.050 -0.601 5.440
H -0.857 -1.294 4.119
H -2.302 -3.755 4.914
H -0.592 -3.415 2.540
H -0.478 -1.117 1.551
H -4.455 -0.496 -0.489
H -4.020 -2.326 -0.608
H -4.442 -1.536 1.128
H -2.392 0.360 -1.325
H 0.878 -1.865 -0.222
H -0.627 -2.186 -1.308
H 1.617 -3.313 -1.740
H 0.027 -3.893 -2.556
H 1.232 -5.027 -3.990
H 1.111 -6.844 -3.409
H 4.991 -6.713 -2.961
H 4.063 -5.710 -1.664
H 2.630 -7.742 -1.041
H 2.887 -8.696 -2.647
H 4.784 -8.055 -0.384
H -0.458 -5.807 0.607
H -1.891 -4.836 -2.157
H -2.900 -5.705 -0.834
H -0.209 -7.328 -1.198
H -2.015 -7.850 -1.087
H -0.862 -8.007 -3.404
H -3.011 -3.971 0.471
H -2.237 -6.677 1.510
H -2.097 -5.584 3.041
H -4.685 -5.008 2.943
H -6.250 -5.926 1.150
H -4.771 -6.474 -0.015
H -5.088 -4.639 0.413
H -5.391 -7.250 3.043
C 1.787 1.324 -4.546
C 0.552 1.443 -3.655
C 0.302 2.877 -3.138
O 1.157 3.270 -2.060
C 2.431 3.745 -2.465
N 0.668 0.481 -2.549
H 2.721 1.359 -3.978
H 1.778 0.370 -5.084
H 1.810 2.125 -5.292
H -0.313 1.158 -4.267
H -0.717 2.915 -2.732
H 0.337 3.612 -3.951
H 2.385 4.299 -3.408
H 3.133 2.914 -2.544
H 2.804 4.418 -1.688
H -0.196 0.504 -2.006
H 1.369 0.849 -1.899
C -0.202 8.746 -6.048
C 0.884 7.742 -6.429
C 0.580 6.301 -5.961
O 0.814 6.074 -4.568
C -0.256 6.467 -3.722
N 2.176 8.217 -5.912
H -0.179 9.009 -4.986
H -0.072 9.679 -6.609
H -1.197 8.355 -6.282
H 0.938 7.728 -7.524
H 1.267 5.626 -6.487
H -0.433 5.990 -6.242
H -1.233 6.302 -4.187
H -0.141 7.514 -3.436
H -0.203 5.869 -2.808
H 2.909 7.588 -6.241
H 2.170 8.069 -4.898
C 0.280 0.656 10.422
C 0.686 -0.268 9.276
C 1.454 0.454 8.146
O 0.625 1.226 7.272
C 0.315 2.524 7.755
N -0.513 -0.949 8.765
H -0.564 1.302 10.163
H -0.027 0.068 11.294
H 1.117 1.292 10.727
H 1.357 -1.027 9.698
H 1.915 -0.313 7.511
H 2.277 1.062 8.541
H 1.142 2.966 8.318
H -0.589 2.490 8.366
H 0.104 3.164 6.893
H -0.225 -1.627 8.058
H -1.050 -0.259 8.230
C 5.419 2.380 4.301
C 4.184 2.499 5.192
C 3.934 3.933 5.709
O 4.788 4.326 6.787
C 6.063 4.802 6.382
N 4.300 1.538 6.298
H 6.353 2.416 4.869
H 5.410 1.426 3.763
H 5.441 3.181 3.555
H 3.319 2.214 4.580
H 2.915 3.971 6.115
H 3.969 4.668 4.896
H 6.017 5.356 5.439
H 6.764 3.970 6.303
H 6.436 5.474 7.159
H 3.435 1.561 6.841
H 5.001 1.906 6.948
C -2.999 1.480 -7.895
C -2.133 2.081 -6.791
C -2.949 2.784 -5.683
O -3.440 4.078 -6.046
C -4.650 4.059 -6.787
N -1.150 2.991 -7.398
H -3.403 2.237 -8.573
H -2.410 0.787 -8.506
H -3.837 0.917 -7.472
H -1.588 1.252 -6.322
H -2.279 2.955 -4.830
H -3.762 2.148 -5.314
H -5.314 3.247 -6.473
H -4.435 3.986 -7.854
H -5.165 5.009 -6.620
H -0.519 3.324 -6.667
H -1.653 3.836 -7.683
*
```

***

| no. | total energy (eV) | M (g mol⁻¹) |
| --- | --- | --- |
| 1 | -25790.337 | 123.97 |
| 2 | -35408.796 | 228.11 |
| 3 | -17597.809 | 105.16 |
| 4 | -84856.244 | 977.70 |